Entry from the OMol25 dataset: C41H54N5O2PtS2Te as an isolated structure in a non-equilibrium geometry (the ωB97M-V functional and the def2-TZVPD basis).

Structure (XYZ):
```
106
Properties=species:S:1:pos:R:3:mulliken_charge:R:1
Pt -0.633 0.014 -1.241 2.44
C -1.484 2.233 -5.222 -1.73
C -1.254 1.195 -4.165 0.85
S -0.768 1.789 -2.640 -0.54
C -1.448 -0.157 -4.353 0.32
C -1.929 -0.777 -5.631 -1.43
S -1.136 -1.210 -3.057 -0.24
H -1.297 3.232 -4.833 0.48
H -2.515 2.197 -5.577 0.38
H -0.825 2.070 -6.076 0.36
H -2.193 -0.012 -6.358 0.44
H -2.805 -1.401 -5.457 0.35
H -1.158 -1.409 -6.075 0.28
C 3.429 2.703 4.077 -1.75
C 2.764 1.884 3.005 -0.45
C 3.437 0.866 2.346 -0.77
C 2.847 0.086 1.353 1.01
C 3.659 -0.927 0.634 0.18
O 3.178 -1.790 -0.088 -0.70
C 5.151 -0.884 0.772 0.35
C 5.822 -2.075 1.034 -0.27
C 7.206 -2.092 1.096 -0.71
C 7.927 -0.928 0.864 -0.43
C 7.263 0.256 0.576 -0.89
C 5.877 0.282 0.544 -0.23
C 1.466 0.290 1.048 -0.81
O 0.854 -0.516 0.245 -0.84
C 0.779 1.376 1.666 0.88
C 1.455 2.137 2.628 -0.98
C -0.607 1.729 1.337 1.10
N -1.297 1.287 0.325 -0.27
C -2.692 1.748 0.134 -0.36
C -3.717 0.623 0.186 -1.53
Te -3.803 -0.459 2.025 0.22
C -4.704 1.080 3.167 0.43
C -5.357 2.184 2.631 -0.08
C -5.948 3.123 3.465 -0.78
C -5.913 2.961 4.842 -0.46
C -5.271 1.855 5.383 -0.72
C -4.662 0.928 4.552 -0.47
C -1.191 2.802 2.205 -0.71
C -1.241 4.110 1.731 0.35
C -1.749 5.115 2.538 -1.05
C -2.209 4.817 3.814 -0.50
C -2.151 3.515 4.286 -1.20
C -1.634 2.506 3.486 0.56
H 4.451 2.368 4.248 0.38
H 2.891 2.628 5.023 0.34
H 3.465 3.759 3.803 0.37
H 4.461 0.659 2.627 0.63
H 5.252 -2.982 1.185 0.44
H 7.724 -3.016 1.315 0.42
H 9.008 -0.945 0.903 0.41
H 7.824 1.159 0.379 0.42
H 5.359 1.207 0.317 0.50
H 0.941 2.962 3.101 0.65
H -2.753 2.230 -0.846 0.40
H -2.953 2.495 0.879 0.37
H -3.577 -0.114 -0.599 0.37
H -4.705 1.059 0.035 0.75
H -5.418 2.334 1.560 0.27
H -6.449 3.981 3.034 0.42
H -6.386 3.688 5.489 0.41
H -5.240 1.716 6.457 0.41
H -4.150 0.079 4.993 0.35
H -0.880 4.337 0.734 0.57
H -1.784 6.133 2.172 0.42
H -2.615 5.600 4.440 0.42
H -2.515 3.279 5.276 0.49
H -1.582 1.488 3.851 0.55
C -4.014 -4.220 0.107 -1.68
C -2.533 -3.867 0.185 1.28
C -1.748 -4.719 -0.818 -1.63
C -2.009 -4.087 1.601 -1.55
N -2.464 -2.415 -0.135 -0.48
N -1.135 -1.914 -0.252 -0.08
H -4.161 -5.270 0.359 0.47
H -4.399 -4.066 -0.905 0.38
H -4.599 -3.607 0.793 0.29
H -1.977 -5.773 -0.667 0.48
H -0.665 -4.622 -0.706 0.38
H -2.018 -4.462 -1.846 0.33
H -2.135 -5.133 1.883 0.48
H -2.554 -3.471 2.315 0.27
H -0.944 -3.860 1.685 0.28
H -2.889 -2.274 -1.049 0.28
H -0.541 -2.587 -0.739 0.22
H -0.735 -1.771 0.671 0.24
C 4.261 -1.181 -3.648 -1.54
C 2.866 -1.673 -4.045 1.28
C 2.912 -3.149 -4.421 -1.73
C 2.309 -0.859 -5.209 -1.46
N 1.923 -1.593 -2.907 -0.10
N 1.728 -0.301 -2.357 0.02
H 4.972 -1.351 -4.457 0.49
H 4.615 -1.708 -2.760 0.34
H 4.260 -0.111 -3.432 0.28
H 3.576 -3.306 -5.271 0.42
H 1.915 -3.508 -4.682 0.37
H 3.289 -3.748 -3.589 0.41
H 2.859 -1.095 -6.120 0.51
H 2.410 0.219 -5.057 0.35
H 1.256 -1.095 -5.370 0.10
H 2.283 -2.152 -2.138 0.27
H 1.856 0.421 -3.055 0.34
H 2.333 -0.153 -1.556 -0.16
```

Electronic energy, Eh: -3202.43046
ΔE to the lowest compared entry with this formula, charge and spin, kcal per mole: 0.0
LUMO level, eV: -4.712
Total charge: +1
Kohn-Sham gap, eV: 5.11

=====

Entry from the OMol25 dataset: a 2-piece molecular cluster, HNO4S overall in a non-equilibrium geometry (the ωB97M-V functional and the def2-TZVPD basis).

Structure (XYZ):
```
7
Properties=species:S:1:pos:R:3:mulliken_charge:R:1
N 0.848 -1.748 3.644 0.17
O 0.953 -2.600 2.892 -0.15
O -1.688 -0.462 1.988 -0.44
O 0.109 0.186 -0.038 -0.31
O 0.277 0.871 1.159 -0.14
S -0.888 0.673 2.400 0.54
H -0.507 -0.524 -0.069 0.34
```

Electronic energy, Eh: -754.26987
ΔE to the lowest compared entry with this formula, charge and spin, kcal per mole: 76.9
LUMO level (spin up / spin down), eV: 0.058 / -1.112
Total charge: 0
Kohn-Sham gap (spin up / spin down), eV: 8.91 / 7.59

=====

Entry from the OMol25 dataset: C32H42B2N6O16Pb2 as an isolated structure in a non-equilibrium geometry (the ωB97M-V functional and the def2-TZVPD basis).

Structure (XYZ):
```
100
Properties=species:S:1:pos:R:3:lowdin_spin:R:1
Pb 5.206 3.618 0.180 0.85
Pb -2.999 -0.492 -4.851 0.00
O -0.547 0.572 -5.083 0.00
C 0.092 1.538 -4.795 0.00
O 1.338 1.670 -4.773 0.00
B 1.771 2.982 -4.220 0.00
O 0.542 3.787 -4.086 0.00
C -0.478 2.930 -4.403 0.00
O -1.710 3.184 -4.476 0.00
O 2.795 3.535 -5.092 0.00
C 3.988 3.575 -4.500 0.00
O 5.034 4.012 -4.908 0.00
C 3.747 3.023 -3.157 0.01
O 2.488 2.764 -2.994 0.00
O 4.578 2.943 -2.236 0.05
O 0.335 3.068 1.555 0.00
C 0.511 2.133 0.792 0.00
O -0.383 1.379 0.175 0.00
B 0.313 0.276 -0.512 0.00
O 1.747 0.498 -0.447 0.00
C 1.907 1.634 0.262 0.00
O 2.993 2.176 0.425 0.04
O -0.257 0.162 -1.897 0.00
C -0.957 -0.888 -2.071 0.00
O -1.485 -1.310 -3.087 0.00
C -0.706 -1.708 -0.762 0.00
O -0.225 -0.916 0.180 0.00
O -1.046 -2.908 -0.544 0.00
C -5.821 -2.592 0.112 0.00
C -4.382 -3.016 0.178 0.00
C -3.998 -4.067 -0.948 0.00
C -3.951 -3.315 -2.200 0.00
N -3.947 -2.813 -3.219 0.00
H -6.137 -2.503 -0.928 0.00
H -5.933 -1.654 0.655 0.00
H -6.407 -3.291 0.708 0.00
H -4.159 -3.426 1.163 0.00
H -3.784 -2.136 -0.058 0.00
H -4.678 -4.910 -1.072 0.00
H -3.002 -4.482 -0.792 0.00
C -5.139 4.841 0.603 0.00
C -3.950 3.887 0.731 0.00
C -2.781 3.997 -0.252 0.00
C -3.244 4.524 -1.560 0.00
N -3.637 4.910 -2.589 0.00
H -5.779 4.544 -0.228 0.00
H -4.768 5.861 0.504 0.00
H -5.772 4.837 1.491 0.00
H -4.311 2.883 0.951 0.00
H -3.534 4.147 1.705 0.00
H -2.190 3.084 -0.307 0.00
H -2.254 4.908 0.033 0.00
C 2.118 -5.853 1.008 0.00
C 2.136 -4.321 1.083 0.00
C 3.603 -3.802 1.042 0.00
C 4.449 -4.264 2.200 0.00
N 5.062 -4.647 3.136 0.00
H 2.703 -6.254 0.180 0.00
H 1.095 -6.222 0.940 0.00
H 2.621 -6.146 1.929 0.00
H 1.636 -4.199 2.044 0.00
H 1.538 -3.868 0.292 0.00
H 3.606 -2.713 1.092 0.00
H 4.031 -3.892 0.044 0.00
C 1.544 -2.125 -3.764 0.00
C 2.583 -2.299 -2.541 0.00
C 3.917 -1.604 -2.720 0.00
C 5.051 -2.014 -1.914 0.00
N 5.961 -2.368 -1.297 0.00
H 1.900 -2.750 -4.582 0.00
H 1.393 -1.102 -4.108 0.00
H 0.528 -2.461 -3.560 0.00
H 2.817 -3.352 -2.384 0.00
H 2.157 -1.866 -1.636 0.00
H 3.686 -0.539 -2.725 0.00
H 4.236 -1.891 -3.722 0.00
C 1.553 2.295 4.583 0.00
C 2.612 1.406 5.281 0.00
C 3.804 0.944 4.376 0.00
C 4.218 1.980 3.400 0.01
N 4.611 2.823 2.708 0.03
H 2.076 3.195 4.260 0.00
H 0.795 2.668 5.271 0.00
H 0.992 1.811 3.783 0.00
H 2.098 0.527 5.672 0.00
H 3.001 1.873 6.185 0.00
H 3.586 -0.013 3.903 0.00
H 4.644 0.754 5.044 0.00
C -3.186 -0.799 2.243 0.00
C -2.851 0.734 2.479 0.00
C -1.613 0.945 3.359 0.00
C -1.756 0.542 4.773 0.00
N -1.894 0.237 5.926 0.00
H -4.217 -0.875 1.898 0.00
H -3.019 -1.365 3.160 0.00
H -2.496 -1.299 1.563 0.00
H -3.736 1.242 2.862 0.00
H -2.545 1.127 1.509 0.00
H -1.295 1.987 3.408 0.00
H -0.785 0.357 2.964 0.00
```

Electronic energy, Eh: -3212.37678
Spin multiplicity: 2
Expectation value of S²: 0.75
LUMO level (spin up / spin down), eV: -6.845 / -6.845
Total charge: +1
Kohn-Sham gap (spin up / spin down), eV: 2.19 / 5.97

=====

Entry from the OMol25 dataset: an isolated ion of composition C9H19NP and charge +1 in a non-equilibrium geometry (the ωB97M-V functional and the def2-TZVPD basis).

Structure (XYZ):
```
30
Properties=species:S:1:pos:R:3:mulliken_charge:R:1
C -1.942 1.680 1.559 -1.36
C -1.404 0.906 0.329 -0.80
C -0.557 -0.393 0.607 -0.25
C 0.849 0.054 0.872 -0.85
P 1.963 -1.374 1.549 -0.05
C 1.553 0.466 -0.693 0.43
C 2.590 1.507 -0.582 -1.68
C 0.977 0.052 -1.789 -0.53
C -0.291 -0.795 -1.866 -0.58
N -0.449 -1.386 -0.484 0.40
C -1.663 -2.198 -0.508 -0.84
H -2.155 2.774 1.347 0.34
H -1.467 1.503 2.531 0.33
H -2.993 1.352 1.547 0.39
H -0.665 1.473 -0.206 0.42
H -2.132 0.707 -0.410 0.63
H -0.799 -0.791 1.591 0.47
H 1.016 1.072 1.183 0.61
H 1.657 -1.024 2.876 0.07
H 3.242 -0.782 1.819 0.08
H 2.122 2.387 -0.254 0.39
H 3.064 1.743 -1.601 0.39
H 3.387 1.305 0.016 0.40
H 1.191 0.477 -2.770 0.35
H -1.214 -0.182 -2.225 0.41
H -0.137 -1.552 -2.644 0.52
H 0.351 -1.793 -0.151 0.21
H -1.996 -2.289 -1.547 0.38
H -1.638 -3.200 -0.090 0.36
H -2.458 -1.699 -0.008 0.34
```

Electronic energy, Eh: -750.07052
Structure (SMILES): CC[C@@H]1[C@@H](P)C(C)=CC[N@@H+]1C
ΔE to the lowest compared entry with this formula, charge and spin, kcal per mole: 60.0
LUMO level, eV: -2.408
Total charge: +1
Kohn-Sham gap, eV: 11.00